A cluster of 2 separate species, C6H13N in total, computed with ωB97M-V with the def2-TZVPD basis set.

Calculated values
Frontier orbital gap = 0.2971 Eh
Energy relative to the best compared isomer or geometry (same formula, charge and spin) = 445.4 kJ/mol
HOMO energy = -7.1987 eV

```
! wB97M-V def2-TZVPD RIJCOSX def2/J DEFGRID3
* xyz 0 1
C -2.493 -1.552 0.459
C -0.713 0.978 -1.021
C -0.129 -0.258 -1.664
N 0.663 0.462 -0.686
C 2.069 0.782 -0.603
C 1.341 0.124 0.539
C 0.929 0.916 1.750
H -1.724 -2.323 0.578
H -3.130 -1.814 -0.391
H -3.102 -1.510 1.366
H -0.562 1.835 -1.692
H -2.037 -0.572 0.265
H 0.338 -0.265 -2.653
H -0.467 -1.244 -1.336
H 2.313 1.839 -0.524
H 2.734 0.183 -1.220
H 1.515 -0.942 0.680
H 1.680 0.832 2.541
H 0.807 1.971 1.487
H -0.033 0.556 2.125
*
```

Atom-resolved charges from natural (NBO), all expressed in e: number 1, C, carries -0.88; number 2, C, carries -0.41; number 3, C, carries -0.25; number 4, N, carries -0.27; number 5, C, carries -0.23; number 6, C, carries -0.03; number 7, C, carries -0.62; number 8, H, carries 0.19; number 9, H, carries 0.21; number 10, H, carries 0.21; number 11, H, carries 0.15; number 12, H, carries 0.25; number 13, H, carries 0.18; number 14, H, carries 0.19; number 15, H, carries 0.21; number 16, H, carries 0.21; number 17, H, carries 0.21; number 18, H, carries 0.22; number 19, H, carries 0.22; number 20, H, carries 0.24

An isolated molecule of C6H13N, computed with ωB97M-V with the def2-TZVPD basis set.

Calculated values
Frontier orbital gap = 0.3986 Eh
Energy relative to the best compared isomer or geometry (same formula, charge and spin) = 36.1 kJ/mol
HOMO energy = -9.6720 eV

```
! wB97M-V def2-TZVPD RIJCOSX def2/J DEFGRID3
* xyz 0 1
C -1.141 -1.718 -0.352
C -0.466 -0.556 0.371
N 0.872 -0.977 0.766
C 1.205 -0.821 1.975
C -0.374 0.714 -0.503
C 0.167 1.889 0.313
C 0.446 0.487 -1.782
H -1.268 -2.570 0.324
H -2.129 -1.422 -0.722
H -0.532 -2.050 -1.199
H -1.066 -0.294 1.262
H 2.206 -1.117 2.297
H 1.183 1.685 0.675
H 0.537 -0.394 2.738
H -1.408 0.959 -0.787
H -0.467 2.092 1.186
H 0.207 2.800 -0.293
H 1.234 -0.252 -1.611
H 0.931 1.414 -2.107
H -0.176 0.137 -2.612
*
```

Atom-resolved charges from natural (NBO), all expressed in e: number 1, C, carries -0.61; number 2, C, carries -0.07; number 3, N, carries -0.40; number 4, C, carries -0.06; number 5, C, carries -0.22; number 6, C, carries -0.61; number 7, C, carries -0.63; number 8, H, carries 0.21; number 9, H, carries 0.21; number 10, H, carries 0.22; number 11, H, carries 0.17; number 12, H, carries 0.17; number 13, H, carries 0.21; number 14, H, carries 0.14; number 15, H, carries 0.20; number 16, H, carries 0.20; number 17, H, carries 0.21; number 18, H, carries 0.23; number 19, H, carries 0.21; number 20, H, carries 0.21

An isolated molecule of C6H13N at a distorted geometry, computed with ωB97M-V with the def2-TZVPD basis set.

Calculated values
Frontier orbital gap = 0.2099 Eh
Energy relative to the best compared isomer or geometry (same formula, charge and spin) = 541.9 kJ/mol
HOMO energy = -6.5963 eV

```
! wB97M-V def2-TZVPD RIJCOSX def2/J DEFGRID3
* xyz 0 1
C -1.850 0.320 0.654
C -0.962 -0.775 0.293
C 0.376 -0.538 -0.780
C 1.319 1.378 0.201
C 1.617 0.049 -0.389
C 2.430 -1.008 0.343
N -2.821 0.557 -0.431
H -2.368 0.206 1.606
H 0.525 1.415 0.962
H -0.255 -1.023 1.077
H -1.477 -1.595 -0.206
H -0.167 0.266 -1.290
H 0.407 -1.516 -1.255
H 0.913 2.008 -0.617
H 2.185 1.831 0.702
H 1.866 -1.497 1.147
H 3.261 -0.528 0.941
H 2.907 -1.792 -0.239
H -2.239 0.193 -1.183
H -2.807 1.570 -0.567
*
```

Atom-resolved charges from natural (NBO), all expressed in e: number 1, C, carries -0.09; number 2, C, carries -0.48; number 3, C, carries -0.43; number 4, C, carries -0.67; number 5, C, carries 0.04; number 6, C, carries -0.66; number 7, N, carries -0.81; number 8, H, carries 0.21; number 9, H, carries 0.21; number 10, H, carries 0.23; number 11, H, carries 0.24; number 12, H, carries 0.21; number 13, H, carries 0.22; number 14, H, carries 0.22; number 15, H, carries 0.22; number 16, H, carries 0.20; number 17, H, carries 0.21; number 18, H, carries 0.23; number 19, H, carries 0.34; number 20, H, carries 0.37

An isolated molecule of C6H13N at a distorted geometry, computed with ωB97M-V with the def2-TZVPD basis set.

Calculated values
Frontier orbital gap = 0.3347 Eh
Energy relative to the best compared isomer or geometry (same formula, charge and spin) = 81.9 kJ/mol
HOMO energy = -8.0888 eV

```
! wB97M-V def2-TZVPD RIJCOSX def2/J DEFGRID3
* xyz 0 1
C 0.008 -2.382 0.619
C -0.198 -0.894 0.966
C -0.220 0.086 -0.181
C 0.438 0.026 -1.327
N 1.308 -0.975 -1.838
C -1.139 1.281 0.031
C -0.381 2.501 0.594
H 0.274 -2.922 1.533
H 0.861 -2.601 -0.015
H -0.852 -2.905 0.259
H 0.628 -0.687 1.653
H -1.133 -0.912 1.527
H 0.448 0.952 -1.895
H 1.832 -0.535 -2.585
H 2.004 -1.263 -1.162
H -2.009 1.103 0.655
H -1.425 1.601 -0.972
H -0.206 2.442 1.668
H 0.601 2.624 0.126
H -0.838 3.460 0.343
*
```

Atom-resolved charges from natural (NBO), all expressed in e: number 1, C, carries -0.60; number 2, C, carries -0.43; number 3, C, carries -0.06; number 4, C, carries -0.02; number 5, N, carries -0.82; number 6, C, carries -0.41; number 7, C, carries -0.60; number 8, H, carries 0.20; number 9, H, carries 0.20; number 10, H, carries 0.21; number 11, H, carries 0.21; number 12, H, carries 0.21; number 13, H, carries 0.18; number 14, H, carries 0.36; number 15, H, carries 0.36; number 16, H, carries 0.21; number 17, H, carries 0.20; number 18, H, carries 0.20; number 19, H, carries 0.20; number 20, H, carries 0.21

Repeat the second record exactly.
An isolated molecule of C6H13N, computed with ωB97M-V with the def2-TZVPD basis set.

Calculated values
Frontier orbital gap = 0.3986 Eh
Energy relative to the best compared isomer or geometry (same formula, charge and spin) = 36.1 kJ/mol
HOMO energy = -9.6720 eV

```
! wB97M-V def2-TZVPD RIJCOSX def2/J DEFGRID3
* xyz 0 1
C -1.141 -1.718 -0.352
C -0.466 -0.556 0.371
N 0.872 -0.977 0.766
C 1.205 -0.821 1.975
C -0.374 0.714 -0.503
C 0.167 1.889 0.313
C 0.446 0.487 -1.782
H -1.268 -2.570 0.324
H -2.129 -1.422 -0.722
H -0.532 -2.050 -1.199
H -1.066 -0.294 1.262
H 2.206 -1.117 2.297
H 1.183 1.685 0.675
H 0.537 -0.394 2.738
H -1.408 0.959 -0.787
H -0.467 2.092 1.186
H 0.207 2.800 -0.293
H 1.234 -0.252 -1.611
H 0.931 1.414 -2.107
H -0.176 0.137 -2.612
*
```

Atom-resolved charges from natural (NBO), all expressed in e: number 1, C, carries -0.61; number 2, C, carries -0.07; number 3, N, carries -0.40; number 4, C, carries -0.06; number 5, C, carries -0.22; number 6, C, carries -0.61; number 7, C, carries -0.63; number 8, H, carries 0.21; number 9, H, carries 0.21; number 10, H, carries 0.22; number 11, H, carries 0.17; number 12, H, carries 0.17; number 13, H, carries 0.21; number 14, H, carries 0.14; number 15, H, carries 0.20; number 16, H, carries 0.20; number 17, H, carries 0.21; number 18, H, carries 0.23; number 19, H, carries 0.21; number 20, H, carries 0.21